Entry w
Molecular formula: C3H15NO4
Method: DFT, wB97M-V/def2-TZVPD

The value obtained for the HOMO energy is -9.54 eV. As for the multiplicity: 1. As for the HOMO-LUMO gap: 0.368 Ha. Its structure (SMILES) is C[C@H](N)CO.O.O.O.

Element x y z (Å)
1 O 1.90 -2.07 -0.85
2 O -1.67 -1.62 -2.03
3 O -0.91 1.12 -0.72
4 O 1.78 2.08 -1.58
5 N -0.25 -1.02 0.85
6 C -0.39 1.37 0.64
7 C -0.19 0.47 2.90
8 C -0.78 0.16 1.53
9 H -1.15 -1.19 -2.73
10 H -1.23 -1.26 -1.25
11 H 1.71 1.21 -1.98
12 H -0.81 2.32 0.97
13 H 1.57 -2.98 -0.94
14 H -0.17 1.54 3.11
15 H -1.81 0.77 -0.62
16 H 0.22 -0.73 0.00
17 H -1.87 0.17 1.46
18 H 0.67 1.33 0.39
19 H 0.84 0.12 2.94
20 H 0.89 2.46 -1.56
21 H 2.74 -2.21 -0.39
22 H -0.76 -0.02 3.69
23 H 0.53 -1.42 1.36

How is the electron density shared among the atoms? According to Löwdin, the charges in e are:
1. O -0.056
2. O -0.067
3. O -0.122
4. O -0.061
5. N 0.034
6. C -0.199
7. C -0.053
8. C -0.416
9. H 0.039
10. H -0.021
11. H 0.037
12. H 0.119
13. H 0.057
14. H 0.073
15. H 0.080
16. H 0.024
17. H 0.132
18. H 0.107
19. H 0.077
20. H 0.024
21. H 0.046
22. H 0.077
23. H 0.068

Entry x
Molecular formula: C3H15NO4
Method: DFT, wB97M-V/def2-TZVPD

The value obtained for the HOMO energy is -7.95 eV. As for the multiplicity: 1. As for the HOMO-LUMO gap: 0.308 Ha. Its structure (SMILES) is C=CNC.O.O.O.O.

Element x y z (Å)
1 O -3.06 0.71 -1.74
2 O 2.55 -0.87 -0.40
3 O -1.41 -2.32 -2.74
4 O 4.08 1.70 -0.18
5 N -0.49 -0.33 1.18
6 C 0.35 -1.21 1.94
7 C -1.68 1.74 1.04
8 C -1.14 0.73 1.74
9 H -1.28 0.65 2.81
10 H 3.14 1.89 -0.11
11 H -2.19 1.13 -1.83
12 H 3.22 -0.24 -0.10
13 H -0.26 -0.30 0.22
14 H -1.37 1.85 0.02
15 H 4.61 2.21 0.43
16 H -2.27 2.50 1.53
17 H -1.87 -1.47 -2.72
18 H 1.36 -1.25 1.57
19 H -1.91 -2.94 -2.21
20 H 0.04 -2.25 1.93
21 H 3.05 -1.61 -0.76
22 H -3.20 0.89 -0.80
23 H 0.45 -1.00 3.01

How is the electron density shared among the atoms? According to Löwdin, the charges in e are:
1. O -0.070
2. O -0.059
3. O -0.060
4. O -0.043
5. N -0.062
6. C -0.120
7. C -0.048
8. C -0.242
9. H 0.111
10. H 0.042
11. H 0.022
12. H 0.004
13. H 0.109
14. H 0.025
15. H 0.044
16. H 0.040
17. H 0.008
18. H 0.051
19. H 0.030
20. H 0.073
21. H 0.047
22. H 0.016
23. H 0.081

If we sort the structures by their calculated energies, the order from most to least stable is entry w, entry x.

Entry w
Molecular formula: C5H5NO
Method: DFT, wB97M-V/def2-TZVPD

The value obtained for the HOMO energy is -8.90 eV. As for the multiplicity: 1. As for the HOMO-LUMO gap: 0.339 Ha.

Element x y z (Å)
1 O 0.87 0.62 1.70
2 N -0.14 -0.48 -1.27
3 C 1.21 0.00 0.71
4 C -1.04 0.82 0.10
5 C -0.07 0.94 -0.81
6 C 0.37 -1.06 -0.02
7 C -1.06 -0.65 -0.10
8 H -1.90 -1.34 -0.06
9 H 2.24 0.06 0.32
10 H 0.50 1.73 -1.26
11 H 0.63 -2.13 -0.04
12 H -1.61 1.47 0.75

How is the electron density shared among the atoms? According to Löwdin, the charges in e are:
1. O 0.040
2. N 0.059
3. C -0.251
4. C -0.019
5. C -0.123
6. C -0.173
7. C -0.178
8. H 0.139
9. H 0.131
10. H 0.121
11. H 0.142
12. H 0.112

Entry x
Molecular formula: C5H5NO
Method: DFT, wB97M-V/def2-TZVPD

The value obtained for the HOMO energy (alpha / beta) is -9.00 / -9.11 eV. As for the multiplicity: 1. As for the HOMO-LUMO gap (alpha / beta): 0.302 / 0.292 Ha.

Element x y z (Å)
1 O 0.17 1.92 1.90
2 N 1.64 0.66 -0.84
3 C -0.14 0.95 1.28
4 C -1.30 0.05 1.30
5 C -1.45 -0.84 0.41
6 C 0.86 0.19 0.19
7 C 0.06 -0.59 -0.78
8 H -2.03 -1.64 -0.01
9 H 1.46 -0.45 0.85
10 H 0.39 -1.57 -1.10
11 H 1.11 1.28 -1.46
12 H -0.53 -0.04 -1.51

How is the electron density shared among the atoms? According to Löwdin, the charges in e are:
1. O 0.122
2. N 0.137
3. C -0.331
4. C 0.015
5. C 0.037
6. C -0.432
7. C -0.049
8. H 0.084
9. H 0.151
10. H 0.101
11. H 0.059
12. H 0.107

If we sort the structures by their calculated energies, the order from most to least stable is entry w, entry x.

Entry w
Molecular formula: C6H10S2
Method: DFT, wB97M-V/def2-TZVPD

The value obtained for the HOMO energy is -8.61 eV. As for the multiplicity: 1. As for the HOMO-LUMO gap: 0.344 Ha. Its structure (SMILES) is C[C@H]1SC[C@@H]2[C@@H](S)[C@H]21.

Element x y z (Å)
1 S 1.58 -1.58 -0.30
2 S -1.75 2.06 -0.01
3 C 0.62 0.76 0.11
4 C -1.00 -1.42 -1.26
5 C 2.06 0.17 0.11
6 C -0.53 1.21 0.93
7 C -0.18 -0.25 0.97
8 C -0.27 -1.38 0.03
9 H -0.82 -0.60 -2.05
10 H -0.73 -2.36 -1.84
11 H 2.73 0.54 -0.64
12 H -2.78 1.73 0.85
13 H -0.26 1.68 1.87
14 H -2.09 -1.54 -1.15
15 H 0.26 0.63 -0.92
16 H 0.32 -0.48 1.85
17 H 2.59 0.42 1.11
18 H -0.64 -2.27 0.55

How is the electron density shared among the atoms? According to Löwdin, the charges in e are:
1. S 0.868
2. S 0.777
3. C -0.353
4. C -0.160
5. C -0.389
6. C -0.599
7. C -0.289
8. C -0.583
9. H 0.099
10. H 0.089
11. H 0.050
12. H -0.100
13. H 0.102
14. H 0.083
15. H 0.077
16. H 0.111
17. H 0.110
18. H 0.108

Entry x
Molecular formula: C6H10S2
Method: DFT, wB97M-V/def2-TZVPD

The value obtained for the HOMO energy is -8.68 eV. As for the multiplicity: 1. As for the HOMO-LUMO gap: 0.305 Ha. Its structure (SMILES) is C[C@H]1C(=S)[C@H](C)C1S.

Element x y z (Å)
1 S -1.71 -2.57 -0.52
2 S 0.79 1.97 0.51
3 C 1.74 -1.11 -1.36
4 C 0.34 -0.70 -0.73
5 C -0.78 -1.33 -0.04
6 C 0.65 0.19 0.56
7 C -0.81 -0.36 1.09
8 C -1.65 1.05 0.90
9 H 0.01 0.09 -1.31
10 H -1.63 1.39 -0.10
11 H 2.28 -1.72 -0.67
12 H -2.86 1.01 1.18
13 H -0.24 2.39 -0.41
14 H -0.98 1.93 1.41
15 H 1.58 -0.02 1.09
16 H 1.77 -1.52 -2.41
17 H 2.21 -0.05 -1.40
18 H -0.71 -0.62 2.23

How is the electron density shared among the atoms? According to Löwdin, the charges in e are:
1. S 0.735
2. S 0.751
3. C -0.030
4. C -0.360
5. C -0.774
6. C -0.575
7. C -0.266
8. C -0.173
9. H 0.099
10. H -0.012
11. H 0.053
12. H 0.132
13. H -0.037
14. H 0.021
15. H 0.085
16. H 0.086
17. H 0.097
18. H 0.168

Entry y
Molecular formula: C6H10S2
Method: DFT, wB97M-V/def2-TZVPD

The value obtained for the HOMO energy is -7.83 eV. As for the multiplicity: 1. As for the HOMO-LUMO gap: 0.288 Ha.

Element x y z (Å)
1 S -2.95 1.65 0.61
2 S -3.62 -0.90 -0.81
3 C -0.61 -0.68 0.18
4 C -0.74 -2.10 0.49
5 C 1.84 -0.10 -0.04
6 C -2.64 0.15 -0.15
7 C 0.21 1.63 -0.59
8 C 0.33 0.21 -0.09
9 H 0.52 2.41 0.25
10 H 2.32 0.80 0.16
11 H -0.85 1.76 -0.97
12 H 0.89 1.51 -1.51
13 H 1.99 -0.78 0.85
14 H -0.50 -2.24 1.47
15 H -4.38 1.60 0.73
16 H 1.97 -0.47 -0.97
17 H -0.14 -2.62 -0.13
18 H -1.67 -2.54 0.42

How is the electron density shared among the atoms? According to Löwdin, the charges in e are:
1. S 0.685
2. S 0.608
3. C -0.073
4. C -0.088
5. C -0.042
6. C -1.188
7. C -0.097
8. C -0.380
9. H 0.130
10. H 0.051
11. H 0.041
12. H 0.108
13. H 0.109
14. H 0.067
15. H -0.071
16. H 0.047
17. H 0.058
18. H 0.036

Entry z
Molecular formula: C6H10S2
Method: DFT, wB97M-V/def2-TZVPD

The value obtained for the HOMO energy is -8.63 eV. As for the multiplicity: 1. As for the HOMO-LUMO gap: 0.314 Ha.

Element x y z (Å)
1 S -2.39 0.16 0.13
2 S 2.99 -0.24 0.11
3 C 0.54 2.36 -0.10
4 C 0.45 0.81 -0.22
5 C 0.34 -1.15 0.58
6 C -0.29 -2.13 -0.39
7 C 1.44 -0.16 0.11
8 C -0.60 0.08 0.68
9 H -1.24 -2.41 0.18
10 H 0.35 -3.08 -0.82
11 H 0.89 2.61 0.95
12 H -2.00 -0.45 -0.91
13 H -0.89 -1.65 -1.23
14 H 0.31 -1.71 1.50
15 H -0.51 0.51 1.75
16 H 0.97 3.28 -1.00
17 H 0.17 0.56 -1.26
18 H -0.51 2.63 -0.06

How is the electron density shared among the atoms? According to Löwdin, the charges in e are:
1. S 0.772
2. S 0.798
3. C -0.074
4. C -0.442
5. C -0.358
6. C -0.118
7. C -0.814
8. C -0.535
9. H 0.085
10. H 0.144
11. H 0.081
12. H -0.216
13. H 0.050
14. H 0.134
15. H 0.133
16. H 0.175
17. H 0.158
18. H 0.026

If we sort the structures by their calculated energies, the order from most to least stable is entry w, entry z, entry x, entry y.

Entry w
Molecular formula: C6H10S2
Method: DFT, wB97M-V/def2-TZVPD

The value obtained for the HOMO energy is -8.50 eV. As for the multiplicity: 1. As for the HOMO-LUMO gap: 0.337 Ha.

Element x y z (Å)
1 S 1.43 0.49 -0.02
2 S -1.29 0.67 -2.13
3 C -0.21 0.36 1.82
4 C 1.13 -0.21 1.52
5 C 0.99 -1.72 1.32
6 C -1.48 0.75 -0.35
7 C 0.03 -1.69 0.09
8 C -0.41 -0.07 0.21
9 H -2.30 1.55 -2.47
10 H -0.03 1.64 1.63
11 H -0.86 0.18 2.77
12 H 1.99 -2.16 0.98
13 H -2.28 0.24 0.19
14 H 0.33 -1.82 -1.07
15 H 0.65 -2.12 2.33
16 H -0.99 -2.36 0.05
17 H -1.24 1.87 -0.04
18 H 1.97 -0.11 2.34

How is the electron density shared among the atoms? According to Löwdin, the charges in e are:
1. S 0.902
2. S 0.704
3. C -0.160
4. C -0.810
5. C -0.230
6. C -0.613
7. C -0.191
8. C -0.648
9. H -0.116
10. H 0.156
11. H 0.135
12. H 0.122
13. H 0.102
14. H 0.125
15. H 0.132
16. H 0.136
17. H 0.114
18. H 0.142

Entry x
Molecular formula: C6H10S2
Method: DFT, wB97M-V/def2-TZVPD

The value obtained for the HOMO energy is -7.70 eV. As for the multiplicity: 1. As for the HOMO-LUMO gap: 0.298 Ha. Its structure (SMILES) is CCCc1ssc1C.

Element x y z (Å)
1 S 1.62 -1.33 0.45
2 S 2.88 0.31 0.73
3 C -1.29 -1.85 0.90
4 C 1.40 2.51 -0.46
5 C 0.72 -0.17 -0.37
6 C -1.52 -0.56 0.22
7 C 1.50 1.07 -0.08
8 C -0.58 -0.45 -0.96
9 H -1.32 0.39 0.76
10 H 2.08 2.71 -1.40
11 H 0.33 2.63 -0.64
12 H -0.46 -1.36 -1.51
13 H -0.88 0.30 -1.59
14 H -1.76 -1.90 2.00
15 H 1.73 3.03 0.40
16 H -1.66 -2.79 0.48
17 H -0.18 -2.02 1.07
18 H -2.59 -0.50 0.00

How is the electron density shared among the atoms? According to Löwdin, the charges in e are:
1. S 0.670
2. S 0.603
3. C -0.165
4. C -0.112
5. C -0.687
6. C -0.274
7. C -0.652
8. C -0.226
9. H 0.124
10. H 0.120
11. H 0.075
12. H 0.111
13. H 0.089
14. H 0.121
15. H 0.051
16. H 0.075
17. H -0.036
18. H 0.110

If we sort the structures by their calculated energies, the order from most to least stable is entry x, entry w.